Entry from the OMol25 dataset: a structure of composition C14H9Cl4N2O6SSiV (wB97M-V/def2-TZVPD).

Computed properties:
- Spin multiplicity: 3
- Highest occupied orbital energy (alpha / beta): -1.9 / -2.0 eV
- Relative energy (zero: lowest compared OMol25 entry of this formula, charge and spin): 8.1 kJ/mol
- Net charge: -2
- Frontier orbital gap (alpha / beta): 6.24 / 6.30 eV

Geometry (Å):
V -0.858 0.220 1.880
Cl -2.637 -0.738 5.277
Cl -1.858 -3.677 -3.749
Cl -0.318 1.550 5.582
Cl 0.504 -1.589 5.105
S 1.259 -0.384 1.414
Si -0.812 -0.105 4.358
O -0.814 2.066 1.529
O 4.422 4.209 -0.926
O 0.836 -1.678 -1.589
O 2.742 -1.478 -2.582
O -0.271 3.999 0.592
O 5.294 2.525 -1.968
N 1.866 -1.050 -1.825
N 4.369 3.034 -1.314
C -1.960 -3.489 -1.045
C -2.117 -2.822 -2.247
C -2.683 -0.819 -1.077
C -0.059 2.807 0.730
C -2.173 -2.810 0.141
C -2.469 -1.486 -2.273
C -2.716 -0.725 1.430
C 2.033 0.215 -1.190
C 2.143 2.832 -0.297
C 3.248 2.261 -0.996
C -2.552 -1.461 0.161
C 1.008 0.611 -0.177
C 1.065 2.097 0.053
C 3.132 0.958 -1.496
H 3.883 0.560 -2.159
H 0.021 0.313 -0.557
H -3.403 0.121 1.320
H -1.656 -4.527 -1.040
H -2.035 -3.332 1.081
H 2.146 3.889 -0.076
H -2.564 -0.969 -3.219
H -3.059 -1.359 2.250
H -2.959 0.230 -1.101


Entry from the OMol25 dataset: a structure of composition C25H21N6OPd (wB97M-V/def2-TZVPD).

Computed properties:
- Highest occupied orbital energy: -11.0 eV
- Relative energy (zero: lowest compared OMol25 entry of this formula, charge and spin): 351.5 kJ/mol
- Net charge: +1
- Frontier orbital gap: 6.47 eV

Geometry (Å):
Pd -0.263 0.993 0.583
O 1.711 0.550 0.653
N -0.116 0.487 2.402
N -2.140 1.290 1.038
N 1.100 0.180 2.861
N -1.522 -1.167 -0.183
N -2.716 1.233 -0.150
N -2.102 1.740 -1.136
C -4.855 0.193 1.702
C -2.286 3.976 -0.184
C 5.665 -0.387 1.470
C -4.854 0.209 0.362
C -2.803 -3.590 -0.507
C 4.344 -0.088 1.181
C -1.525 3.040 -0.886
C 0.182 4.694 -1.218
C 5.099 -0.669 3.793
C -3.686 0.118 2.539
C 3.776 -0.374 3.512
C -3.612 0.106 -0.482
C -2.833 -1.214 -0.375
C 6.043 -0.677 2.773
C -1.432 -3.543 -0.307
C -1.252 0.324 3.019
C -2.466 0.579 2.193
C -1.816 5.265 -0.023
C -0.286 3.403 -1.406
C -0.832 -2.307 -0.147
C 3.396 -0.082 2.202
C -1.321 -0.198 4.410
C -3.522 -2.407 -0.538
C 2.000 0.238 1.877
C -0.576 5.630 -0.536
H -5.811 0.209 2.213
H -0.320 -0.248 4.828
H -0.209 6.638 -0.408
H -4.594 -2.406 -0.686
H -2.423 5.993 0.498
H 7.076 -0.909 2.996
H 6.402 -0.392 0.677
H 3.034 -0.364 4.297
H 0.235 -2.214 0.019
H 1.153 4.967 -1.609
H -3.308 -4.538 -0.636
H 0.322 2.679 -1.935
H -1.751 -1.202 4.420
H -3.800 -0.313 3.524
H 5.396 -0.893 4.809
H -5.789 0.310 -0.173
H 4.036 0.144 0.172
H -0.838 -4.445 -0.275
H -3.871 0.273 -1.525
H -3.264 3.705 0.196
H -1.944 0.449 5.029


Entry from the OMol25 dataset: a cluster of 14 separate species, C3H34NO13 in total (wB97M-V/def2-TZVPD).

Computed properties:
- Highest occupied orbital energy: -13.2 eV
- Relative energy (zero: lowest compared OMol25 entry of this formula, charge and spin): 104.6 kJ/mol
- Net charge: +1
- Frontier orbital gap: 10.66 eV

Geometry (Å):
O 0.261 -3.327 -1.994
O 3.441 -1.458 1.343
O -3.517 1.229 1.277
O -2.372 -0.483 -1.725
O -0.188 -1.125 -3.505
O 3.240 -1.592 -1.336
O 0.354 -1.254 2.574
O -0.343 3.909 -0.459
O -2.945 3.012 -0.595
O 2.056 -3.529 0.854
O -2.086 -2.937 -0.732
O 3.434 2.006 1.291
O 1.251 3.367 1.870
N -1.294 0.001 0.786
C 0.060 1.099 -0.853
C -1.956 -0.260 1.865
C -0.233 0.957 0.676
H 3.997 -2.214 1.540
H 1.207 -3.932 0.599
H -1.804 0.173 2.828
H -0.351 2.025 0.906
H -2.416 -1.435 -1.436
H 0.869 4.012 2.466
H 0.208 0.061 -1.224
H -2.797 2.824 -1.526
H 2.759 -0.790 -1.560
H -2.099 3.230 -0.160
H 2.183 3.501 1.696
H 1.271 -0.969 2.475
H -2.828 -0.907 1.821
H -0.836 1.531 -1.353
H -3.135 1.749 0.520
H -0.045 4.295 -1.290
H -1.025 -0.810 -3.153
H 0.110 -2.626 -2.668
H 0.425 3.965 0.124
H 3.774 1.236 1.793
H 4.206 2.477 0.968
H -4.257 1.649 1.726
H -1.387 -3.552 -0.985
H 0.785 0.799 1.161
H -0.092 -0.877 -4.424
H -3.310 -0.250 -1.761
H 2.574 -2.306 -1.313
H 1.060 1.527 -1.064
H -2.875 -3.455 -0.501
H 1.800 -2.744 1.349
H 3.502 -1.310 0.384
H 0.475 -4.096 -2.564
H -1.388 -0.558 -0.060
H 0.274 -1.837 3.348


Entry from the OMol25 dataset: a structure of composition C21H27F7IrN3SSb (wB97M-V/def2-TZVPD).

Computed properties:
- Highest occupied orbital energy: -18.1 eV
- Net charge: +3
- Frontier orbital gap: 5.46 eV

Geometry (Å):
Ir 1.389 0.248 0.010
Sb 4.077 1.244 1.284
S 0.315 1.200 -1.785
F 2.412 2.220 1.211
F 2.722 -0.224 1.632
F 5.333 -0.071 1.009
F 4.961 2.644 0.467
F 3.302 0.794 -0.565
F 4.347 1.580 3.065
F -0.036 2.161 1.555
N 2.008 2.371 -3.555
N -0.362 -0.404 0.723
N 1.979 3.376 -1.626
C -0.616 1.318 2.398
C -1.069 -1.341 0.022
C -0.982 -3.337 -1.336
C 1.524 2.366 -2.334
C -4.604 -0.393 0.995
C -2.391 -3.314 -1.410
C 1.461 -3.267 0.933
C -1.762 0.819 4.408
C -3.114 -2.296 -0.832
C -3.732 0.619 -1.153
C 1.982 -2.987 -1.554
C -3.348 -0.045 0.182
C -1.077 1.741 3.607
C -2.502 -1.264 -0.120
C -1.562 -0.916 2.765
C -0.320 -2.366 -0.642
C -2.000 -0.501 3.990
C 1.135 -2.593 -0.375
C 2.931 4.202 -2.395
C -0.847 -0.010 1.918
C 2.921 3.511 -3.780
H -2.778 0.685 0.755
H 1.773 -1.140 -0.628
H -2.107 1.135 5.386
H -2.494 -1.194 4.659
H 1.118 -4.303 0.828
H 2.532 -3.286 1.127
H -5.132 0.528 1.238
H 3.910 4.185 -1.921
H -2.851 0.895 -1.735
H 3.903 3.144 -4.071
H 1.727 3.550 -0.666
H 3.043 -2.886 -1.330
H -1.647 -1.952 2.460
H -4.357 -0.035 -1.760
H 1.748 1.703 -4.264
H 0.930 -2.831 1.779
H -0.923 2.765 3.920
H -5.294 -1.015 0.428
H 2.572 5.227 -2.441
H -4.367 -0.911 1.925
H -4.302 1.524 -0.948
H 1.716 -2.438 -2.454
H -0.449 -4.160 -1.791
H 1.811 -4.056 -1.727
H -4.186 -2.268 -0.970
H 2.533 4.153 -4.567
H -2.904 -4.104 -1.945


Entry from the OMol25 dataset: a structure of composition C30H20AsCl2N3O9SW (wB97M-V/def2-TZVPD).

Computed properties:
- Highest occupied orbital energy: -8.5 eV
- Relative energy (zero: lowest compared OMol25 entry of this formula, charge and spin): 261.0 kJ/mol
- Frontier orbital gap: 6.57 eV

Geometry (Å):
W -0.406 -0.382 -1.593
As -2.562 1.129 -2.693
Cl -1.162 -5.183 -0.418
Cl 3.939 -5.166 1.314
S -0.510 -1.661 -4.190
O 0.831 0.626 -2.575
O -1.591 -1.555 -3.187
O 0.704 -1.603 -3.329
O -1.133 1.798 -2.030
O 1.214 2.965 -0.523
O -0.566 -2.277 -1.054
O -2.251 -0.189 -1.407
O -0.543 -2.741 -5.119
O -0.957 -0.677 0.948
N 0.445 2.438 1.598
N 1.605 -1.061 -0.733
N 0.143 0.957 -0.031
C 0.429 0.638 3.325
C 0.470 -1.120 4.970
C 2.745 -2.963 0.241
C -0.218 -0.379 4.024
C 1.417 -4.979 0.410
C 3.905 -2.176 0.348
C -1.382 2.103 -6.536
C 0.639 2.239 0.246
C 2.453 0.158 4.536
C 2.597 -4.325 0.612
C -1.980 1.901 -5.300
C -4.134 2.971 3.470
C -1.701 1.879 2.675
C 1.618 -2.344 -0.316
C -0.338 1.375 2.231
C -0.481 1.174 -7.034
C -0.793 -0.145 -5.060
C -0.194 0.038 -6.296
C 1.768 0.899 3.580
C -2.815 1.773 1.851
C -1.812 2.528 3.901
C 0.304 -4.328 -0.166
C 1.808 -0.852 5.230
C 2.707 -0.343 -0.636
C -0.428 0.430 1.041
C -1.694 0.781 -4.523
C 0.392 -3.004 -0.516
C -3.023 3.076 4.295
C 3.881 -0.877 -0.096
C -4.028 2.318 2.251
H 4.807 -2.599 0.770
H -1.259 -0.594 3.816
H -5.081 3.392 3.780
H 0.535 1.565 -2.535
H 2.275 1.681 3.031
H -1.628 2.985 -7.114
H 3.495 0.374 4.735
H -2.752 1.257 0.900
H 0.472 -0.725 -6.679
H 1.327 -6.019 0.691
H -4.891 2.224 1.605
H -2.687 2.640 -4.930
H -0.949 2.592 4.555
H 2.644 0.676 -0.996
H 0.428 3.383 1.946
H -0.019 1.324 -8.000
H -0.040 -1.911 5.504
H -3.099 3.579 5.250
H 2.343 -1.429 5.973
H 4.764 -0.258 -0.036


Entry from the OMol25 dataset: a structure of composition C25H38N5O2PS (wB97M-V/def2-TZVPD).

Computed properties:
- Highest occupied orbital energy: -7.0 eV
- Relative energy (zero: lowest compared OMol25 entry of this formula, charge and spin): 24.2 kJ/mol
- Frontier orbital gap: 6.09 eV

Geometry (Å):
S -0.457 -3.672 -4.176
P -0.005 1.779 -0.685
O 0.523 -3.170 0.626
O -2.954 -0.671 -1.502
N -0.985 2.234 -2.016
N 1.900 -0.862 5.541
N -0.443 3.253 0.091
N 0.056 -3.273 -1.606
N -2.100 -2.673 -2.244
C 0.005 0.453 -3.347
C -0.202 2.762 -4.317
C -1.042 -1.098 3.251
C 1.362 2.972 1.717
C -2.241 1.349 -3.931
C 1.685 -0.598 3.130
C 1.249 -4.085 -1.830
C -0.259 -1.167 4.401
C 2.384 0.356 6.166
C -0.576 4.450 2.233
C -1.174 -0.531 0.660
C -1.775 3.332 -1.747
C 1.098 -0.798 4.390
C 2.722 -2.041 5.786
C -1.467 3.911 -0.563
C -1.144 -1.641 -0.277
C -2.134 -1.607 -1.329
C -3.164 -2.663 -3.238
C 1.106 5.152 0.508
C -0.481 -0.717 2.019
C -0.852 1.710 -3.406
C -0.197 -2.741 -0.334
C 0.887 -0.578 2.003
C -0.843 -3.133 -2.638
C 0.362 3.959 1.127
H 0.008 -0.031 -4.336
H 1.893 3.471 2.542
H 2.093 2.651 0.966
H 1.658 1.147 5.913
H 0.798 3.036 -3.964
H -1.167 3.622 2.636
H -2.737 0.640 -3.256
H -1.241 5.260 1.907
H 0.926 -5.096 -2.093
H 1.030 0.692 -3.047
H 1.340 -0.428 1.036
H 3.398 0.569 5.784
H -3.182 -1.725 -3.820
H -2.101 -1.305 3.319
H 2.347 -2.967 5.330
H -0.698 -1.380 5.383
H -0.099 2.335 -5.327
H -4.099 -2.750 -2.666
H 2.729 -0.329 3.049
H 1.803 -3.712 -2.701
H 0.854 2.102 2.143
H 3.765 -1.893 5.491
H -2.995 -3.531 -3.894
H -0.697 0.459 0.082
H -0.801 3.677 -4.405
H -2.476 3.699 -2.519
H 1.708 5.639 1.290
H 2.799 -2.194 6.858
H 0.017 4.838 3.073
H -2.219 -0.205 0.835
H 1.782 4.825 -0.289
H -2.866 2.235 -4.089
H 0.425 5.908 0.098
H 2.423 0.138 7.243
H 1.850 -4.091 -0.916
H -1.857 4.856 -0.154
H -2.141 0.859 -4.910
H -0.436 -0.260 -2.641


Entry from the OMol25 dataset: a cluster of 2 separate species, C4H4N2O in total (wB97M-V/def2-TZVPD).

Computed properties:
- Spin multiplicity: 3
- Highest occupied orbital energy (alpha / beta): -6.6 / -9.8 eV
- Relative energy (zero: lowest compared OMol25 entry of this formula, charge and spin): 99.6 kJ/mol
- Frontier orbital gap (alpha / beta): 7.42 / 7.57 eV

Geometry (Å):
O -2.722 -0.599 -0.743
N -3.378 -0.265 1.492
N -0.711 2.304 -0.585
C 0.725 0.199 -0.774
C 0.044 1.307 -0.800
C 1.354 -0.937 -0.572
C -3.045 -0.277 0.331
H 1.461 -1.163 0.493
H -3.496 0.234 2.272
H 1.961 -1.443 -1.329
H -1.155 2.627 -1.413